Molecular formula: C9H18ClGdIO3P
Method: DFT, ωB97M-V/def2-TZVPD

Geometry as XYZ:
```
34
C9H18ClGdIO3P, DFT ωB97M-V/def2-TZVPD
C 5.130 2.654 1.277
C 4.007 1.706 0.944
H 4.895 3.479 2.017
H 5.467 3.121 0.316
H 5.959 2.041 1.672
O 2.781 1.883 1.200
I 4.575 -0.180 -0.031
Gd 1.638 0.007 0.029
P 0.181 1.904 -1.555
C -1.347 2.868 -1.378
C 1.236 3.174 -2.341
H 0.264 0.126 -3.253
H -0.251 1.714 -3.937
H -1.381 0.683 -3.004
C -0.341 1.018 -3.090
H 2.252 2.795 -2.429
H 0.809 3.383 -3.342
H -1.498 3.528 -2.247
H -1.324 3.487 -0.479
H 1.267 4.084 -1.743
H -2.211 2.207 -1.286
C -0.420 1.095 1.060
O -1.428 1.375 1.565
Cl 1.357 -1.688 -1.743
C 0.271 -3.297 2.945
C 0.250 -2.343 1.803
C -0.762 -2.541 0.772
O 1.096 -1.385 1.724
H -0.454 -4.094 2.787
H -0.023 -2.800 3.879
H 1.248 -3.794 3.028
H -1.375 -1.617 0.625
H -0.295 -2.618 -0.245
H -1.369 -3.456 0.929
```

Output
* expectation value of S²: 16.0421
* 2S+1: 8
* gap between HOMO and LUMO (alpha / beta): 0.337 / 0.228 Ha
* HOMO (alpha / beta): -16.611 / -16.397 eV
* charge: +2

Charges in e, computed with Mulliken, in the same order as the atoms: C -0.974; C 0.768; H 0.311; H 0.352; H 0.377; O -0.477; I 0.237; Gd 0.529; P 1.126; C -1.293; C -1.369; H 0.322; H 0.390; H 0.365; C -1.128; H 0.369; H 0.454; H 0.369; H 0.406; H 0.369; H 0.437; C 0.272; O -0.144; Cl -0.383; C -1.270; C 1.089; C -1.073; O -0.450; H 0.391; H 0.333; H 0.359; H 0.285; H 0.281; H 0.370

---

Molecular formula: C59H42N7O3RuS3
Method: DFT, ωB97M-V/def2-TZVPD

Geometry as XYZ:
```
115
C59H42N7O3RuS3, DFT ωB97M-V/def2-TZVPD
Ru -0.641 -0.058 -2.044
O -0.277 -1.580 -0.572
N 0.643 -2.481 -0.905
C 0.613 -3.654 -0.233
C 1.556 -4.618 -0.449
C 2.569 -4.365 -1.380
C 2.581 -3.172 -2.053
C 1.596 -2.194 -1.825
S 1.590 -0.673 -2.625
H -0.206 -3.733 0.467
H 1.501 -5.546 0.099
H 3.333 -5.106 -1.572
H 3.344 -2.943 -2.784
C 8.224 1.260 2.005
C 6.771 1.317 1.623
C 6.258 0.498 0.624
C 4.913 0.554 0.275
C 4.078 1.429 0.944
C 4.569 2.273 1.931
C 5.908 2.208 2.266
S 2.339 1.553 0.510
O 1.964 2.973 0.708
C 1.732 0.555 1.896
C 2.175 -0.791 1.907
C 1.742 -1.653 2.862
C 0.831 -1.226 3.860
C 0.360 -2.112 4.858
C -0.520 -1.684 5.809
C -0.966 -0.346 5.806
C -0.527 0.530 4.855
C 0.381 0.112 3.850
C 0.840 1.012 2.831
C 0.325 2.412 2.866
C 0.909 3.327 3.791
C 1.978 2.951 4.646
C 2.531 3.852 5.510
C 2.046 5.177 5.570
C 1.017 5.564 4.762
C 0.423 4.652 3.854
C -0.637 5.042 3.003
C -1.190 4.156 2.129
C -0.707 2.833 2.074
S -1.461 1.797 0.791
O -2.403 2.707 0.093
C -2.434 0.724 1.838
C -3.491 1.257 2.557
C -4.299 0.408 3.294
C -4.069 -0.966 3.310
C -4.959 -1.889 4.095
C -3.007 -1.477 2.568
C -2.187 -0.641 1.829
H 8.773 0.561 1.375
H 8.341 0.944 3.043
H 8.691 2.242 1.910
H 6.919 -0.183 0.101
H 4.525 -0.065 -0.526
H 3.900 2.979 2.409
H 6.299 2.864 3.036
H 2.875 -1.124 1.152
H 2.097 -2.677 2.879
H 0.717 -3.136 4.855
H -0.877 -2.367 6.569
H -1.669 -0.013 6.559
H -0.884 1.552 4.851
H 2.357 1.938 4.605
H 3.347 3.550 6.155
H 2.492 5.881 6.260
H 0.637 6.577 4.801
H -0.997 6.063 3.049
H -1.981 4.439 1.448
H -3.706 2.317 2.502
H -5.142 0.815 3.839
H -5.688 -1.332 4.682
H -4.375 -2.512 4.776
H -5.506 -2.558 3.427
H -2.823 -2.546 2.568
H -1.371 -1.039 1.240
N -1.673 -4.976 -11.377
C -1.697 -4.597 -10.293
C -1.723 -4.122 -8.935
C -2.056 -4.993 -7.901
C -2.068 -4.541 -6.595
C -1.764 -3.214 -6.327
C -1.445 -2.335 -7.354
C -1.416 -2.793 -8.658
N -1.783 -2.747 -4.986
C -2.640 -3.155 -3.977
C -2.311 -2.431 -2.883
N -1.253 -1.603 -3.203
C -0.967 -1.807 -4.469
H -2.291 -6.025 -8.123
H -2.298 -5.221 -5.786
H -1.245 -1.293 -7.141
H -1.171 -2.118 -9.466
H -3.427 -3.869 -4.137
H -2.743 -2.453 -1.898
H -0.152 -1.345 -5.000
N -2.610 0.325 -1.739
C -3.683 0.193 -1.309
C -4.972 0.053 -0.854
C -5.520 -1.252 -0.969
N -5.960 -2.312 -1.090
C -5.694 1.120 -0.264
N -6.283 1.981 0.226
C -0.238 3.922 -4.697
C -0.747 2.793 -5.322
C -0.856 1.596 -4.623
C -0.469 1.510 -3.289
C 0.033 2.657 -2.671
C 0.150 3.852 -3.366
H -0.154 4.854 -5.241
H -1.071 2.845 -6.355
H -1.292 0.741 -5.129
H 0.342 2.637 -1.627
H 0.539 4.728 -2.862
```

Output
* expectation value of S²: 0.7583
* energy relative to the best compared isomer or geometry (same formula, charge and spin): 1.496 eV
* 2S+1: 2
* gap between HOMO and LUMO (alpha / beta): 0.258 / 0.242 Ha
* HOMO (alpha / beta): -7.671 / -7.772 eV

These are the Mulliken partial charges, in e, on atoms 1 to 99: Ru 0.610; O 0.567; N 0.244; C -0.464; C -0.914; C -0.308; C -1.045; C 0.744; S -0.692; H 0.506; H 0.467; H 0.417; H 0.518; C -1.481; C 1.085; C -0.956; C -0.097; C -0.205; C -0.554; C -0.947; S 1.131; O -0.661; C 2.412; C -1.164; C -1.041; C 0.782; C -1.014; C -0.751; C -0.845; C -0.867; C 1.010; C -1.263; C -0.649; C 1.156; C -0.836; C -0.862; C -0.699; C -0.958; C 0.599; C -1.185; C -0.936; C 0.785; S 1.428; O -0.766; C 0.573; C -0.911; C -1.276; C 1.148; C -1.728; C -0.894; C 0.381; H 0.344; H 0.324; H 0.345; H 0.312; H 0.516; H 0.541; H 0.417; H 0.323; H 0.354; H 0.450; H 0.414; H 0.436; H 0.499; H 0.539; H 0.450; H 0.390; H 0.457; H 0.382; H 0.763; H 0.540; H 0.352; H 0.415; H 0.336; H 0.330; H 0.439; H -0.188; N -0.488; C 0.019; C 0.509; C -0.887; C -0.557; C 0.695; C -0.142; C -0.927; N 0.213; C -0.763; C -1.151; N 0.745; C -1.070; H 0.454; H 0.476; H 0.506; H 0.450; H 0.558; H 0.715; H 0.901; N -0.250; C 0.547

---

Molecular formula: C29H14Br2F5N8O8S2W
Method: DFT, ωB97M-V/def2-TZVPD

Geometry as XYZ:
```
69
C29H14Br2F5N8O8S2W, DFT ωB97M-V/def2-TZVPD
W -0.098 0.059 -0.185
Br -4.581 4.870 0.752
C -3.299 3.639 0.136
C -3.724 2.403 -0.406
C -2.771 1.482 -0.722
N -1.435 1.680 -0.544
C -1.013 2.938 -0.114
C -1.952 3.911 0.249
C 0.407 3.026 0.061
C 1.112 4.196 0.370
C 2.481 4.156 0.512
Br 3.452 5.713 0.931
C 3.154 2.923 0.347
C 2.416 1.806 0.075
N 1.062 1.799 -0.078
H -4.770 2.187 -0.539
H -3.037 0.505 -1.123
H -1.623 4.850 0.659
H 0.587 5.128 0.509
H 4.223 2.864 0.469
H 2.901 0.839 -0.036
N -1.768 -3.312 0.501
C -1.816 -2.874 -0.747
N -1.273 -1.750 -1.203
C -1.486 -1.625 -2.574
C -2.185 -2.643 -3.141
S -2.623 -3.824 -1.972
C -0.925 -0.485 -3.272
C -1.103 -0.181 -4.587
S -0.132 1.161 -5.037
C 0.478 1.242 -3.417
N -0.063 0.366 -2.591
N 1.383 2.178 -3.079
H -1.228 -2.851 1.242
H -2.295 -4.130 0.754
H -2.446 -2.783 -4.168
H -1.727 -0.666 -5.308
H 1.809 2.681 -3.845
H 1.999 1.966 -2.307
O -0.012 -2.236 2.305
C 0.918 -1.637 1.773
O 0.932 -0.342 1.627
C 2.046 -2.323 1.056
C 2.906 -3.268 1.554
C 3.913 -3.776 0.716
C 4.057 -3.361 -0.598
C 3.195 -2.402 -1.114
C 2.173 -1.870 -0.288
O 1.301 -0.980 -0.720
N 3.324 -1.912 -2.439
O 4.103 -2.466 -3.188
O 2.634 -0.931 -2.759
N 4.830 -4.760 1.244
O 4.669 -5.103 2.392
O 5.690 -5.171 0.499
H 2.834 -3.619 2.572
H 4.841 -3.768 -1.224
F -3.840 1.454 5.649
C -3.273 1.007 4.534
C -3.839 -0.079 3.859
F -4.949 -0.633 4.330
C -3.256 -0.559 2.694
F -3.798 -1.583 2.018
C -2.106 0.040 2.156
O -1.572 -0.346 1.011
C -1.574 1.133 2.856
F -0.493 1.726 2.263
C -2.131 1.627 4.024
F -1.614 2.695 4.622
```

Output
* expectation value of S²: 2.0188
* energy relative to the best compared isomer or geometry (same formula, charge and spin): 2.239 eV
* 2S+1: 3
* gap between HOMO and LUMO (alpha / beta): 0.215 / 0.221 Ha
* HOMO (alpha / beta): -10.318 / -10.757 eV
* charge: +1

Charges in e, computed with natural (NBO), in the same order as the atoms: W 1.998; Br 0.169; C -0.017; C -0.249; C 0.096; N -0.510; C 0.184; C -0.249; C 0.285; C -0.260; C -0.024; Br 0.170; C -0.249; C 0.064; N -0.529; H 0.259; H 0.236; H 0.249; H 0.250; H 0.260; H 0.239; N -0.768; C 0.323; N -0.599; C 0.106; C -0.423; S 0.433; C 0.118; C -0.415; S 0.457; C 0.297; N -0.542; N -0.790; H 0.451; H 0.412; H 0.253; H 0.257; H 0.413; H 0.409; O -0.627; C 0.802; O -0.745; C -0.226; C -0.094; C -0.016; C -0.113; C -0.079; C 0.452; O -0.699; N 0.523; O -0.343; O -0.418; N 0.530; O -0.362; O -0.359; H 0.271; H 0.288; F -0.275; C 0.266; C 0.287; F -0.275; C 0.277; F -0.297; C 0.270; O -0.745; C 0.251; F -0.318; C 0.289; F -0.280

---

Molecular formula: C4H12N2
Method: DFT, ωB97M-V/def2-TZVPD

Geometry as XYZ:
```
18
C4H12N2, DFT ωB97M-V/def2-TZVPD
C 2.619 -1.082 -1.234
N 1.298 -1.132 -0.620
C 0.633 0.147 -0.463
C -0.376 0.186 0.660
C -1.486 1.207 0.521
N -2.743 0.810 1.214
H 2.748 -0.152 -1.776
H 3.365 -1.184 -0.453
H 2.741 -1.931 -1.909
H 1.154 -1.765 0.147
H 0.138 0.417 -1.400
H 1.358 0.906 -0.234
H 0.196 0.379 1.571
H -0.654 -0.822 1.002
H -1.660 1.391 -0.542
H -1.199 2.159 0.967
H -3.454 0.683 0.507
H -2.621 -0.104 1.634
```

Output
* energy relative to the best compared isomer or geometry (same formula, charge and spin): 1.275 eV
* 2S+1: 1
* gap between HOMO and LUMO: 0.349 Ha
* HOMO: -8.328 eV

Charges in e, computed with natural (NBO), in the same order as the atoms: C -0.407; N -0.649; C -0.199; C -0.430; C -0.217; N -0.829; H 0.198; H 0.176; H 0.192; H 0.364; H 0.169; H 0.164; H 0.201; H 0.199; H 0.179; H 0.186; H 0.353; H 0.349

---

Molecular formula: C25H36N2O3SiZr
Method: DFT, ωB97M-V/def2-TZVPD

Geometry as XYZ:
```
68
C25H36N2O3SiZr, DFT ωB97M-V/def2-TZVPD
Zr 0.917 0.254 1.210
C 4.034 -2.627 -0.053
O 5.035 -1.617 -0.152
C 4.715 -0.473 -0.816
C 5.640 0.002 -1.733
C 5.444 1.197 -2.413
C 4.304 1.932 -2.168
C 3.360 1.481 -1.241
C 2.226 2.340 -0.973
N 1.335 2.145 -0.069
N 0.367 3.147 0.017
C -0.472 2.852 0.953
O -0.351 1.763 1.692
C -1.626 3.735 1.220
C -1.856 4.861 0.432
C -2.948 5.671 0.689
C -3.816 5.362 1.730
C -3.590 4.241 2.514
C -2.496 3.426 2.260
C 3.552 0.267 -0.558
O 2.651 -0.160 0.328
H 4.558 -3.580 -0.024
H 3.372 -2.606 -0.920
H 3.444 -2.503 0.855
H 6.528 -0.596 -1.896
H 6.181 1.543 -3.124
H 4.131 2.871 -2.680
H 2.138 3.248 -1.568
H -1.173 5.087 -0.375
H -3.126 6.545 0.076
H -4.670 5.997 1.927
H -4.266 3.999 3.323
H -2.309 2.547 2.862
C 1.284 -0.459 3.281
H 0.465 -0.152 3.940
H 2.228 -0.233 3.779
H 1.226 -1.557 3.173
C -1.594 0.255 -1.486
Si -0.975 -1.092 -0.297
C -2.513 -1.629 0.737
C -2.274 -2.947 1.476
C -2.784 -0.539 1.783
C -3.764 -1.760 -0.139
C -0.250 -2.500 -1.388
C -1.301 -3.234 -2.225
C 0.761 -1.849 -2.343
C 0.499 -3.519 -0.521
H -2.234 -0.170 -2.265
H -0.766 0.770 -1.979
H -2.176 1.014 -0.956
H -1.358 -2.922 2.075
H -2.203 -3.793 0.789
H -3.107 -3.150 2.159
H -1.978 -0.473 2.520
H -3.708 -0.765 2.328
H -2.898 0.450 1.332
H -3.645 -2.508 -0.925
H -4.022 -0.812 -0.615
H -4.621 -2.061 0.476
H -1.886 -2.546 -2.840
H -1.995 -3.801 -1.601
H -0.813 -3.946 -2.901
H 0.271 -1.184 -3.058
H 1.287 -2.620 -2.918
H 1.514 -1.264 -1.805
H -0.170 -4.069 0.141
H 1.253 -3.031 0.102
H 1.014 -4.253 -1.152
```

Output
* energy relative to the best compared isomer or geometry (same formula, charge and spin): 0.064 eV
* 2S+1: 1
* gap between HOMO and LUMO: 0.268 Ha
* HOMO: -7.992 eV

Charges in e, computed with natural (NBO), in the same order as the atoms: Zr 2.143; C -0.241; O -0.506; C 0.248; C -0.203; C -0.232; C -0.187; C -0.126; C 0.169; N -0.419; N -0.385; C 0.566; O -0.840; C -0.070; C -0.174; C -0.220; C -0.192; C -0.218; C -0.185; C 0.297; O -0.849; H 0.192; H 0.182; H 0.184; H 0.229; H 0.221; H 0.215; H 0.202; H 0.233; H 0.216; H 0.214; H 0.216; H 0.232; C -1.266; H 0.236; H 0.245; H 0.223; C -1.136; Si 0.995; C -0.477; C -0.605; C -0.599; C -0.612; C -0.483; C -0.609; C -0.608; C -0.606; H 0.230; H 0.233; H 0.237; H 0.205; H 0.203; H 0.203; H 0.202; H 0.204; H 0.211; H 0.207; H 0.208; H 0.201; H 0.205; H 0.204; H 0.202; H 0.211; H 0.203; H 0.206; H 0.213; H 0.200; H 0.200

---

Molecular formula: C2H3NS
Method: DFT, ωB97M-V/def2-TZVPD

Geometry as XYZ:
```
7
C2H3NS, DFT ωB97M-V/def2-TZVPD
C -1.531 -0.978 -0.250
C 1.015 -0.109 -0.015
N 0.636 1.064 -0.203
S -2.863 -0.202 -0.202
H 0.878 -0.749 0.872
H 1.679 -0.623 -0.676
H 0.187 1.597 0.473
```

Output
* energy relative to the best compared isomer or geometry (same formula, charge and spin): 3.082 eV
* 2S+1: 1
* gap between HOMO and LUMO: 0.344 Ha
* HOMO: -9.520 eV

Charges in e, computed with natural (NBO), in the same order as the atoms: C -0.168; C 0.001; N -0.628; S 0.159; H 0.139; H 0.155; H 0.343

---

Molecular formula: C21H19Cl2N6O4Re
Method: DFT, ωB97M-V/def2-TZVPD

Geometry as XYZ:
```
53
C21H19Cl2N6O4Re, DFT ωB97M-V/def2-TZVPD
Re -0.261 -0.227 -0.275
O -1.941 0.255 4.906
C -1.666 -1.052 4.824
C -1.788 -1.807 5.991
C -1.561 -3.166 5.979
C -1.191 -3.813 4.800
C -1.031 -3.080 3.649
C -1.258 -1.696 3.637
C -1.089 -0.983 2.373
O -0.454 -1.545 1.405
N -1.634 0.232 2.261
N -1.466 0.732 1.022
C -2.088 1.811 0.617
C -1.874 2.159 -0.749
C -2.521 3.218 -1.392
C -2.316 3.425 -2.736
C -1.463 2.565 -3.430
C -0.845 1.544 -2.750
N -1.023 1.335 -1.433
H -1.968 0.629 4.004
H -2.094 -1.293 6.893
H -1.683 -3.734 6.892
H -1.036 -4.883 4.789
H -0.747 -3.559 2.721
H -2.754 2.353 1.274
H -3.189 3.847 -0.820
H -2.812 4.237 -3.250
H -1.287 2.691 -4.488
H -0.190 0.847 -3.255
C 3.379 0.114 2.984
O 3.691 0.001 1.583
C 2.700 0.148 0.736
O 1.554 0.451 1.053
N 3.102 -0.033 -0.542
N 2.131 -0.071 -1.537
H 4.336 0.108 3.494
H 2.784 -0.739 3.304
H 2.846 1.039 3.191
H 4.034 -0.373 -0.716
H 2.119 -0.962 -2.016
H 2.275 0.682 -2.198
Cl 1.253 -3.082 -3.306
C -0.471 -3.154 -3.283
C -1.132 -4.029 -4.111
C -2.519 -4.078 -4.084
C -3.247 -3.261 -3.231
C -2.591 -2.388 -2.394
Cl -3.469 -1.368 -1.322
C -1.162 -2.300 -2.382
N -0.508 -1.463 -1.568
H -0.573 -4.672 -4.776
H -3.039 -4.763 -4.740
H -4.327 -3.308 -3.223
```

Output
* expectation value of S²: 0.8421
* energy relative to the best compared isomer or geometry (same formula, charge and spin): 0.899 eV
* 2S+1: 2
* gap between HOMO and LUMO (alpha / beta): 0.228 / 0.233 Ha
* HOMO (alpha / beta): -10.430 / -10.339 eV
* charge: +1

Charges in e, computed with natural (NBO), in the same order as the atoms: Re 1.470; O -0.678; C 0.447; C -0.299; C -0.144; C -0.259; C -0.131; C -0.273; C 0.621; O -0.686; N -0.460; N -0.267; C 0.022; C 0.118; C -0.189; C -0.158; C -0.229; C 0.046; N -0.458; H 0.507; H 0.233; H 0.224; H 0.223; H 0.229; H 0.231; H 0.240; H 0.240; H 0.243; H 0.211; C -0.261; O -0.474; C 0.915; O -0.670; N -0.458; N -0.642; H 0.216; H 0.205; H 0.207; H 0.410; H 0.401; H 0.381; Cl 0.023; C -0.007; C -0.243; C -0.137; C -0.240; C -0.013; Cl 0.055; C 0.079; N -0.550; H 0.246; H 0.237; H 0.246

---

Molecular formula: C4H12N2O2
Method: DFT, ωB97M-V/def2-TZVPD

Geometry as XYZ:
```
20
C4H12N2O2, DFT ωB97M-V/def2-TZVPD
N -0.508 1.423 -0.078
C -0.146 0.193 0.672
C 0.849 0.538 1.787
C 0.187 -0.858 -0.335
N -0.741 -1.656 -0.808
C -2.215 -1.421 -0.475
O 1.325 -1.047 -0.820
H -0.736 2.225 0.415
H 0.202 1.626 -0.844
H -1.036 -0.061 1.269
H 1.653 -0.232 1.833
H 0.503 0.584 2.859
H 1.413 1.485 1.551
H -0.653 -2.341 -1.546
H -2.321 -0.483 -0.104
H -2.891 -1.497 -1.385
H -2.494 -2.235 0.287
H 2.818 1.547 -2.061
H 2.419 0.655 -0.978
O 2.372 1.557 -1.239
```

Output
* energy relative to the best compared isomer or geometry (same formula, charge and spin): 2.027 eV
* 2S+1: 1
* gap between HOMO and LUMO: 0.365 Ha
* HOMO: -9.021 eV

Charges in e, computed with natural (NBO), in the same order as the atoms: N -0.869; C -0.157; C -0.639; C 0.667; N -0.575; C -0.417; O -0.679; H 0.368; H 0.403; H 0.201; H 0.225; H 0.217; H 0.230; H 0.414; H 0.214; H 0.207; H 0.194; H 0.465; H 0.494; O -0.960